[1]
C35H28N2O2PbS as an isolated structure. Source: the OMol25 dataset; level of theory: the ωB97M-V functional and the def2-TZVPD basis.

* maximum force: 0.97 eV/Å
* spin multiplicity: 2
* HOMO-LUMO gap (alpha / beta): 7.97 / 7.24 eV
* E_LUMO (alpha / beta): -2.85 / -3.67 eV
* HOMO energy (alpha / beta): -10.819 / -10.917 eV
* total charge: +1
* <S²>: 0.7552

Cartesian coordinates (Å):
Pb: -0.8206 1.4882 0.0508
S: 2.4771 0.5910 2.1659
O: 1.1304 1.4011 -0.8638
O: -0.0941 0.0337 2.0585
N: -0.5841 -0.9842 -0.6700
N: 0.6540 4.1309 2.2227
C: -0.4607 -3.3613 -0.6221
C: -1.2780 -1.3361 3.8081
C: -2.4410 -0.2326 1.9311
C: 2.9615 4.1518 -3.4495
C: -0.0352 -2.2024 -2.6504
C: 4.3118 -1.9523 -2.8468
C: -0.4459 -0.8495 4.8096
C: -0.1556 -3.3986 -1.9698
C: 1.1626 -0.2696 2.3229
C: 3.8194 -1.7242 -1.5713
C: 2.8645 -0.2314 -3.7000
C: 3.8299 -1.2033 -3.9121
C: 0.8223 4.0593 -4.5240
C: 2.3669 0.0035 -2.4196
C: -3.8998 1.6601 2.2770
C: 1.4852 2.2866 -3.0260
C: -2.3079 -2.2079 4.1582
C: -2.7399 0.9683 2.5805
C: 0.5533 2.8534 -3.8842
C: -1.6210 -2.1482 6.4592
C: -1.1648 -0.9543 2.3243
C: -0.8575 -2.2093 1.5111
C: -4.4968 -0.0453 0.6927
C: -4.7824 1.1506 1.3327
C: 0.2171 3.2267 1.6597
C: 2.6922 2.9525 -2.8145
C: -2.4731 -2.6165 5.4698
C: 2.8485 -0.7537 -1.3617
C: -0.6166 -1.2567 6.1270
C: -0.0731 0.2913 -2.6955
C: 1.2324 1.0134 -2.2100
C: -3.3289 -0.7359 0.9887
C: -0.6453 -2.1369 0.0099
C: -0.2627 -1.0108 -1.9779
C: 2.0231 4.7119 -4.3083
H: 5.0722 -2.7048 -3.0108
H: 4.2165 -1.3689 -4.9097
H: -1.7485 -2.4704 7.4840
H: 0.0594 -2.6249 1.9415
H: -2.0620 1.3476 3.3373
H: 2.4662 -0.5678 -0.3683
H: -4.1248 2.5888 2.7848
H: -2.9968 -2.5631 3.4002
H: -0.9288 0.9558 -2.5263
H: -0.3928 2.3644 -4.0852
H: -0.0018 -4.3423 -2.4755
H: 1.0705 4.9088 2.6988
H: 2.5013 0.3573 -4.5341
H: -5.1821 -0.4458 -0.0425
H: 2.2312 5.6499 -4.8062
H: 4.1927 -2.3013 -0.7343
H: 3.9086 4.6480 -3.2795
H: -5.6995 1.6781 1.1060
H: -3.1114 -1.6599 0.4679
H: -1.6383 -2.9411 1.7152
H: 0.0410 -0.8699 6.8942
H: -0.5469 -4.2772 -0.0519
H: 3.4207 2.5146 -2.1431
H: 0.0884 4.4837 -5.1974
H: 0.2389 -2.1809 -3.6960
H: -0.0048 0.1074 -3.7654
H: 0.3399 -0.1422 4.5936
H: -3.2761 -3.2972 5.7197


[2]
C35H28N6PS4V as an isolated structure in a non-equilibrium geometry. Source: the OMol25 dataset; level of theory: the ωB97M-V functional and the def2-TZVPD basis.

* maximum force: 2.08 eV/Å
* spin multiplicity: 2
* HOMO-LUMO gap (alpha / beta): 5.84 / 4.62 eV
* E_LUMO (alpha / beta): 2.14 / 2.14 eV
* HOMO energy (alpha / beta): -3.695 / -2.478 eV
* total charge: -1
* <S²>: 0.8284

Cartesian coordinates (Å):
V: 0.0299 -0.5249 0.4943
S: 0.2224 -2.9505 -0.2450
S: -0.3607 -0.9701 2.7025
S: 4.7810 -0.1928 1.5976
S: -0.1509 1.7659 1.0869
P: 0.2045 0.1110 -2.0620
N: -1.9045 1.7770 7.9586
N: 2.5178 1.0556 2.4943
N: 3.1195 -1.2393 -0.0431
N: -2.3567 -3.3639 0.0875
N: -1.5912 5.2846 5.7961
N: 2.3781 -0.4403 0.7164
C: -1.3026 1.7771 5.4762
C: -0.9536 2.9398 3.3786
C: 0.5717 1.8844 -1.7945
C: -0.3855 2.8935 -1.7562
C: 5.3852 -2.1125 -0.4123
C: -0.0396 -0.0818 -6.6646
C: -3.5146 -3.5281 0.7913
C: -1.1193 -3.3810 0.6919
C: -3.9327 0.0380 -2.0790
C: -1.6298 1.7895 6.8408
C: 1.2885 4.4537 -1.0237
C: -1.7550 -0.3424 -0.3343
C: 0.1665 0.0879 -3.8937
C: -1.5756 -0.0063 -1.6868
C: 0.3485 1.1044 -6.0662
C: 0.4579 1.1906 -4.6890
C: -3.4746 -3.8303 2.1158
C: -2.6394 0.1786 -2.5599
C: -0.7146 0.5309 3.4783
C: -1.0309 0.5720 4.8314
C: 5.3165 -3.5448 0.1214
C: -1.4628 4.2346 5.3402
C: -0.2021 -1.1085 -4.5036
C: -4.1390 -0.2602 -0.7396
C: 3.0537 0.1954 1.6286
C: -0.6668 1.7421 2.7449
C: -0.3131 -1.1905 -5.8787
C: -1.0663 -3.7916 2.0273
C: 4.3600 -1.2633 0.2421
C: 1.8955 2.1859 -1.4844
C: -3.0694 -0.4371 0.1229
C: 2.2537 3.4635 -1.1026
C: -2.2267 -3.9925 2.7491
C: -1.2587 2.9860 4.7376
C: -0.0213 4.1731 -1.3742
H: 6.3730 -1.6854 -0.2258
H: -2.1843 -4.2254 3.8003
H: -0.0973 -3.8716 2.4933
H: 2.6276 1.3865 -1.5159
H: -0.7686 4.9512 -1.3099
H: -4.7804 0.1681 -2.7406
H: 3.1124 1.6080 3.0864
H: 3.2788 3.6785 -0.8351
H: 0.5560 1.9735 -6.6755
H: -0.1195 -0.1443 -7.7413
H: 0.7607 2.1212 -4.2297
H: 5.1912 -2.1126 -1.4869
H: 5.4480 -3.5624 1.2018
H: -4.4333 -3.4059 0.2387
H: -4.3907 -3.9347 2.6752
H: 6.0998 -4.1487 -0.3308
H: -5.1493 -0.3657 -0.3645
H: -3.2570 -0.6641 1.1696
H: -0.6203 -2.1162 -6.3443
H: 1.6086 1.4380 2.1941
H: -2.3850 -3.0297 -0.8682
H: -2.4667 0.4231 -3.6009
H: -0.9221 3.8555 2.8061
H: -1.4209 2.6646 -1.9748
H: 4.3466 -3.9743 -0.1153
H: -1.0530 -0.3568 5.3837
H: -0.4069 -1.9703 -3.8806
H: 1.5593 5.4376 -0.6681


[3]
C35H29AsBrEuN3O3S as an isolated structure in a non-equilibrium geometry. Source: the OMol25 dataset; level of theory: the ωB97M-V functional and the def2-TZVPD basis.

* maximum force: 2.71 eV/Å
* spin multiplicity: 8
* HOMO-LUMO gap (alpha / beta): 5.62 / 7.49 eV
* E_LUMO (alpha / beta): 0.00 / 0.00 eV
* HOMO energy (alpha / beta): -5.625 / -7.486 eV
* total charge: 0
* <S²>: 15.7600

Cartesian coordinates (Å):
Eu: -0.6584 -0.0060 -0.5754
Br: 1.9344 0.9266 -1.9967
As: 0.6824 -3.0031 -0.0311
S: -1.4919 -0.7166 4.2364
O: -4.1830 4.2382 -2.0065
O: -2.3895 0.4743 -1.6447
O: 0.3128 -1.8364 -1.1710
N: -0.8502 0.1863 1.6567
N: -1.7331 2.5885 -0.8360
N: -0.4746 2.3655 -1.2222
C: 1.9540 -4.2063 -0.7599
C: 3.2020 -4.9241 -2.6737
C: 2.2376 -1.1583 1.4527
C: 4.2682 6.7241 -0.1674
C: 4.1360 5.3781 -0.4776
C: -0.9016 -3.9337 0.4437
C: -4.7271 3.2803 -1.1671
C: -1.1267 -0.1662 2.7379
C: 2.6165 -1.2953 3.8234
C: 2.5905 -5.1546 0.0309
C: -3.2273 -3.8404 1.0245
C: 1.8275 2.7628 -1.5150
C: 0.4712 3.2042 -1.1356
C: -4.6545 1.1713 -0.0580
C: -6.4511 2.6979 0.3884
C: -2.0576 -3.1886 0.6722
C: -0.9157 -5.3182 0.5479
C: 2.2540 -4.0777 -2.1087
C: 2.8094 -0.6498 2.6054
C: 2.9491 3.4663 -1.5418
C: 2.2844 7.2017 -1.4301
C: -5.9033 3.6023 -0.5091
C: -4.0859 2.0691 -0.9520
C: -2.0932 -5.9649 0.9013
C: -5.8304 1.4742 0.6143
C: 1.2645 -2.9606 2.7454
C: -3.2435 -5.2249 1.1438
C: 3.5306 -5.9989 -0.5404
C: 1.4659 -2.3085 1.5366
C: 3.8335 -5.8831 -1.8924
C: 1.8495 -2.4488 3.8952
C: -2.7528 1.7653 -1.6213
C: 3.3356 7.6415 -0.6377
C: 2.1541 5.8516 -1.7347
C: 3.0661 4.9211 -1.2465
H: 2.3826 -0.6590 0.5071
H: 2.3724 -5.2275 1.0903
H: 3.8691 2.9420 -1.7745
H: -2.0101 3.5435 -0.6356
H: 5.1021 7.0589 0.4384
H: 1.6795 -2.9342 4.8489
H: -6.3680 4.5615 -0.7058
H: -2.0737 -2.1179 0.5688
H: -2.7450 2.1925 -2.6412
H: -6.2603 0.7633 1.3110
H: 4.8644 4.6634 -0.1092
H: -0.0221 -5.8945 0.3452
H: 1.5661 7.9124 -1.8236
H: -3.7046 3.7881 -2.7125
H: 0.6187 -3.8279 2.8072
H: -4.1608 -5.7298 1.4231
H: 0.3336 4.2153 -0.7574
H: 3.0510 -0.8828 4.7266
H: -2.1125 -7.0457 0.9837
H: 1.7509 -3.3246 -2.6990
H: -4.1273 -3.2643 1.2054
H: 3.4329 8.6942 -0.3935
H: -4.1485 0.2317 0.1006
H: 4.0332 -6.7407 0.0694
H: -7.3671 2.9510 0.9119
H: 4.5705 -6.5425 -2.3361
H: 3.3957 0.2596 2.5568
H: 3.4472 -4.8324 -3.7249
H: 1.3519 5.5204 -2.3848


Which of these has the highest spin multiplicity?
C35H29AsBrEuN3O3S


What is the formula in the first record?
C35H28N2O2PbS